No. 1
The following is a DFT calculation (wB97M-V/def2-TZVPD) of a cluster of 5 separate species, C2H14FN4O4 in total in a non-equilibrium geometry.

Atoms and positions in Å:
O 1.536 -1.728 1.257
H 1.286 -2.628 1.037
H 2.487 -1.628 1.345
H 1.131 -1.088 0.667
O 2.826 1.376 -0.369
H 1.950 1.093 -0.096
H 3.432 0.765 0.057
H 2.927 2.276 -0.051
F 0.485 0.242 0.116
C -2.455 1.413 1.936
O -3.591 1.577 2.354
N -2.139 0.580 1.030
N -1.459 2.057 2.438
H -1.204 0.567 0.648
H -2.779 -0.161 0.783
H -0.583 2.142 1.943
H -1.537 2.686 3.225
C -0.440 -1.559 -2.668
O -0.863 -2.390 -3.483
N -1.246 -0.787 -1.988
N 0.809 -1.438 -2.258
H -0.770 -0.311 -1.235
H -2.182 -0.519 -2.256
H 0.868 -0.713 -1.558
H 1.510 -1.827 -2.874

Atoms 1-2, force components in eV/Å:
-0.7 -1.8 1.9
-0.2 -0.8 -0.3

- frontier orbital gap (spin up / spin down) (eV) = 4.76 / 8.45
- HOMO level (spin up / spin down) (eV) = -5.3 / -9.2
- 2S+1 = 2
- <S²> = 0.75
- net charge = 0

=====

No. 2
The following is a DFT calculation (wB97M-V/def2-TZVPD) of a structure of composition C19H33CeClIN2O2P2 in a non-equilibrium geometry.

Atoms and positions in Å:
C 0.351 -8.978 0.568
C 1.058 -7.646 0.595
H 1.126 -9.745 0.662
H -0.181 -9.131 -0.373
H -0.345 -9.079 1.404
O 2.247 -7.444 0.705
I -0.118 -5.767 0.417
Ce 0.253 -1.272 0.275
P -0.280 -1.448 3.123
C 0.901 -0.534 4.190
C -1.926 -0.824 3.558
H -2.160 -0.900 4.625
H -0.541 -3.215 4.826
H -2.667 -1.383 2.982
H -0.951 -3.736 3.144
H 0.937 0.510 3.847
H -2.015 0.221 3.249
C -0.262 -3.149 3.763
H 0.660 -0.556 5.265
H 0.743 -3.562 3.609
H 1.906 -0.955 4.035
P 0.257 -1.663 -2.595
C 1.568 -0.648 -3.383
C 0.395 -3.397 -3.140
H -2.122 -1.408 -2.817
H -1.349 -1.096 -4.391
H -1.283 0.117 -3.093
C -1.255 -0.957 -3.308
H -0.398 -3.963 -2.625
H 0.323 -3.564 -4.228
H 1.608 -0.708 -4.483
H 2.545 -0.949 -2.974
H 1.352 -3.798 -2.771
H 1.399 0.402 -3.096
Cl -2.055 -2.304 0.091
C 0.030 5.713 0.355
N -0.024 4.319 0.775
N 0.030 3.288 -0.114
C -0.147 2.101 0.564
O -0.008 0.941 0.012
C -0.397 2.460 1.926
C -0.285 3.829 1.996
C -0.416 4.723 3.157
C 0.157 3.472 -1.515
C 1.168 4.288 -2.023
C 1.272 4.481 -3.404
C 0.407 3.790 -4.261
C -0.584 2.946 -3.753
C -0.728 2.808 -2.371
H 1.014 5.976 -0.038
H -0.154 6.362 1.216
H -0.732 5.931 -0.397
H -0.622 1.767 2.728
H 0.512 5.297 3.281
H -1.270 5.399 3.011
H -0.590 4.137 4.068
H 1.872 4.789 -1.357
H 2.040 5.164 -3.788
H 0.520 3.912 -5.350
H -1.251 2.407 -4.432
H -1.539 2.227 -1.943

Atoms 1-2, force components in eV/Å:
0.1 0.1 0.0
4.2 -0.1 0.4

- frontier orbital gap (spin up / spin down) (eV) = 4.44 / 4.43
- HOMO level (spin up / spin down) (eV) = -16.4 / -16.4
- net charge = +3

=====

No. 3
The following is a DFT calculation (wB97M-V/def2-TZVPD) of an isolated molecule of C5H12N2O in a non-equilibrium geometry.

Atoms and positions in Å:
C 1.428 -2.489 0.138
N -0.009 -2.323 0.111
C -0.692 -1.173 0.467
O -1.900 -1.216 0.596
C 0.005 0.155 0.602
N -0.465 1.027 -0.483
C 0.662 1.935 -0.865
C -1.667 1.851 -0.046
H 1.717 -3.528 0.415
H 1.807 -1.901 1.008
H 1.876 -2.291 -0.846
H -0.499 -3.076 -0.346
H 1.069 0.016 0.544
H -0.206 0.531 1.620
H 0.928 2.597 -0.065
H 0.300 2.349 -1.847
H 1.570 1.367 -1.156
H -1.428 2.718 0.590
H -2.338 1.197 0.490
H -2.157 2.253 -0.927

Atoms 1-2, force components in eV/Å:
0.4 -0.3 0.9
0.6 0.4 0.1

- frontier orbital gap (eV) = 9.69
- HOMO level (eV) = -8.8
- net charge = 0

=====

No. 4
The following is a DFT calculation (wB97M-V/def2-TZVPD) of an isolated molecule of C20H34N4O3.

Atoms and positions in Å:
C -0.586 2.064 -1.254
C 0.216 1.464 -0.109
N -0.569 0.573 0.737
C -0.839 -0.776 0.259
C 0.063 -1.887 0.860
C 1.245 -1.363 1.671
N -0.757 -2.743 1.697
C -0.645 -4.098 1.685
O 0.133 -4.686 0.948
C -1.547 -4.823 2.610
C -1.461 -6.213 2.886
C -2.460 -6.507 3.772
N -3.160 -5.357 4.036
C -4.260 -5.240 4.969
C -2.609 -4.330 3.334
C -1.027 0.864 1.974
O -1.572 0.016 2.675
C -0.834 2.269 2.517
O -1.295 3.231 1.601
C -1.101 4.553 2.070
C -1.588 5.521 0.999
C -3.070 5.292 0.730
N -1.326 6.889 1.424
C -1.816 7.893 0.483
C -1.150 9.192 0.936
C 0.136 8.734 1.653
C 0.092 7.206 1.577
H 0.052 2.708 -1.861
H -0.990 1.286 -1.903
H -1.411 2.656 -0.861
H 1.053 0.879 -0.501
H 0.640 2.253 0.507
H -1.880 -1.023 0.462
H -0.710 -0.749 -0.823
H 0.428 -2.528 0.058
H 1.887 -0.703 1.085
H 0.896 -0.826 2.553
H 1.841 -2.213 2.001
H -1.312 -2.274 2.396
H -0.742 -6.893 2.463
H -2.740 -7.436 4.239
H -4.937 -4.456 4.636
H -4.808 -6.179 5.000
H -3.910 -5.002 5.974
H -3.028 -3.338 3.397
H -1.388 2.311 3.458
H 0.233 2.423 2.743
H -1.663 4.718 2.999
H -0.037 4.702 2.286
H -1.020 5.299 0.074
H -3.254 4.235 0.548
H -3.656 5.606 1.597
H -3.413 5.849 -0.140
H -1.505 7.640 -0.546
H -2.902 7.953 0.501
H -0.944 9.849 0.092
H -1.801 9.733 1.621
H 1.037 9.128 1.186
H 0.136 9.062 2.692
H 0.513 6.740 2.466
H 0.663 6.847 0.701

Atoms 1-2, force components in eV/Å:
0.0 0.0 0.0
0.0 0.0 0.0

- frontier orbital gap (eV) = 9.01
- HOMO level (eV) = -8.3
- net charge = 0

=====

No. 5
The following is a DFT calculation (wB97M-V/def2-TZVPD) of a cluster of 2 separate species, C7H14N2 in total in a non-equilibrium geometry.

Atoms and positions in Å:
C -3.170 -0.575 -2.643
C -2.292 -0.195 -1.507
C -1.935 1.117 -0.993
N -1.237 0.935 0.201
C -1.268 -0.511 0.371
N -1.911 -1.127 -0.558
H -2.584 -0.870 -3.395
H -3.931 0.268 -2.813
H -3.958 -1.332 -2.262
H -2.096 2.087 -1.313
H -0.651 1.600 0.556
H -1.044 -0.862 1.292
C 2.126 0.781 0.168
C 2.611 0.336 1.608
C 2.387 -1.191 1.946
H 2.014 1.860 -0.048
H 1.217 0.244 -0.127
H 2.919 0.462 -0.612
H 3.595 0.742 1.716
H 2.094 0.932 2.425
H 2.989 -1.819 1.185
H 2.824 -1.376 2.979
H 1.301 -1.506 1.823

Atoms 1-2, force components in eV/Å:
-4.9 1.6 4.2
0.3 3.1 2.7

- frontier orbital gap (eV) = 9.21
- HOMO level (eV) = -8.3
- net charge = 0

=====

No. 6
The following is a DFT calculation (wB97M-V/def2-TZVPD) of an isolated molecule of C22H25FN2O3.

Atoms and positions in Å:
C -4.103 3.288 3.585
O -3.770 2.971 2.259
C -2.476 2.602 1.987
C -1.465 2.475 2.926
C -0.191 2.082 2.543
C 0.112 1.811 1.210
N 1.372 1.468 0.757
C 2.409 0.985 1.631
C 3.768 1.019 0.919
C 3.913 -0.107 -0.104
C 3.621 -1.455 0.554
N 2.277 -1.421 1.098
C 1.293 -2.060 0.426
O 1.545 -2.882 -0.438
C -0.153 -1.731 0.787
C -1.009 -2.004 -0.448
C -0.484 -1.217 -1.630
O 0.353 -0.347 -1.505
C -1.030 -1.560 -2.966
C -2.168 -2.345 -3.149
C -2.625 -2.628 -4.421
C -1.932 -2.128 -5.510
F -2.375 -2.411 -6.749
C -0.800 -1.346 -5.362
C -0.360 -1.064 -4.085
C 2.134 -0.448 2.152
C -0.920 1.951 0.270
C -2.184 2.334 0.649
H -3.972 2.428 4.252
H -3.510 4.129 3.960
H -5.155 3.570 3.567
H -1.646 2.674 3.971
H 0.564 1.994 3.309
H 1.351 1.018 -0.150
H 2.459 1.659 2.494
H 3.886 1.988 0.431
H 4.554 0.920 1.671
H 4.922 -0.105 -0.517
H 3.209 0.036 -0.926
H 3.666 -2.265 -0.174
H 4.332 -1.653 1.363
H -0.265 -0.687 1.072
H -0.474 -2.365 1.617
H -0.971 -3.064 -0.700
H -2.046 -1.716 -0.262
H -2.713 -2.730 -2.302
H -3.506 -3.230 -4.580
H -0.285 -0.973 -6.234
H 0.519 -0.457 -3.929
H 1.142 -0.501 2.598
H 2.869 -0.688 2.930
H -0.708 1.745 -0.768
H -2.973 2.436 -0.079

Atoms 1-2, force components in eV/Å:
0.0 0.0 0.2
0.2 -0.1 -0.3

- frontier orbital gap (eV) = 7.57
- HOMO level (eV) = -7.3
- net charge = 0